73
Properties=species:S:1:pos:R:3:forces:R:3 method="wB97M-V/def2-TZVPD" de_lowest_kcal_mol=0.00 energy_ev=-46694.3196 lumo_energy_ha=0.09457 charge=-1
B -0.452 0.165 -0.273 1.1 0.2 -0.4
F 0.825 0.226 0.328 -0.1 -0.2 0.1
F -1.390 0.538 0.682 -0.5 -0.2 0.1
F -0.445 1.116 -1.331 -0.2 0.0 0.1
F -0.694 -1.090 -0.838 -0.1 0.0 0.4
C -3.191 -1.297 5.170 0.7 -1.1 -0.5
C -2.800 -1.293 3.683 -0.5 0.4 1.0
O -2.118 -0.088 3.412 -0.1 0.0 -0.3
H -3.804 -2.199 5.273 -0.2 0.2 0.4
H -3.713 -0.414 5.528 -0.1 0.1 -0.3
H -2.302 -1.451 5.785 0.0 0.2 0.1
H -3.737 -1.417 3.127 0.2 0.3 -0.4
H -2.174 -2.165 3.465 0.0 0.0 0.0
H -1.989 -0.003 2.457 0.1 0.1 0.0
C 1.589 -2.773 2.785 -0.6 -0.7 0.0
C 0.850 -4.114 2.744 -0.1 0.2 -0.6
O 1.555 -5.158 3.409 0.1 0.1 -0.2
H 2.646 -2.944 2.572 0.1 0.1 0.2
H 1.415 -2.357 3.776 0.4 0.4 -0.1
H 1.217 -2.133 1.984 -0.1 0.2 0.2
H 0.664 -4.370 1.692 0.1 -0.2 0.1
H -0.135 -4.061 3.208 0.1 0.1 0.1
H 2.366 -5.272 2.901 0.0 -0.2 0.2
C 2.578 -2.084 -0.749 0.1 0.0 -0.3
C 3.799 -2.138 -1.660 -0.5 -0.1 0.5
O 4.987 -2.394 -0.915 0.2 -0.1 -0.2
H 2.256 -3.096 -0.500 0.0 0.0 0.1
H 1.754 -1.577 -1.250 0.0 0.0 0.1
H 2.802 -1.544 0.171 0.0 0.1 0.0
H 3.893 -1.206 -2.223 0.0 -0.1 -0.1
H 3.649 -2.983 -2.333 0.4 0.2 -0.2
H 5.196 -1.581 -0.445 0.0 0.0 0.0
C -4.527 -2.749 -1.575 -0.5 -0.4 -0.4
C -3.310 -3.000 -0.713 0.0 -0.3 0.4
O -2.219 -3.368 -1.539 0.3 0.0 0.0
H -4.261 -2.205 -2.481 0.0 0.3 0.1
H -5.357 -2.267 -1.056 0.2 0.2 0.1
H -4.933 -3.693 -1.953 0.2 -0.1 0.1
H -3.518 -3.827 -0.021 -0.1 0.0 -0.1
H -3.059 -2.157 -0.063 0.0 0.2 -0.3
H -1.461 -2.812 -1.318 -0.2 0.0 -0.1
O -4.198 0.718 0.708 0.1 -0.1 0.0
H -4.252 1.328 1.449 0.0 0.0 0.0
H -3.285 0.809 0.391 -0.3 0.0 0.1
O -3.012 0.467 -2.518 0.0 0.0 0.0
H -3.441 -0.349 -2.242 0.0 0.0 0.0
H -2.158 0.456 -2.068 0.1 0.0 -0.2
O 1.725 1.911 2.683 0.2 0.0 0.2
H 1.968 1.169 2.115 -0.2 0.0 -0.1
H 1.380 1.506 3.484 -0.1 0.0 -0.1
O 0.407 3.315 0.507 0.0 0.0 -0.1
H 0.781 3.260 1.395 0.0 -0.1 0.0
H 0.329 2.391 0.232 0.0 0.2 0.1
O -1.775 4.052 -1.246 0.1 0.1 -0.1
H -1.892 3.214 -1.708 0.0 0.0 0.1
H -0.996 3.915 -0.681 -0.2 0.0 0.1
C 2.549 1.606 -3.738 0.2 -0.1 0.4
C 2.810 2.684 -2.671 0.1 -1.1 -0.7
C 1.848 3.828 -2.766 -0.5 0.8 -0.4
O 2.192 4.848 -1.847 0.6 -0.4 0.3
C 1.413 6.000 -1.935 -0.6 0.4 0.1
N 2.801 2.021 -1.357 0.3 0.9 -0.4
H 3.340 0.868 -3.588 0.1 0.0 -0.3
H 2.604 2.011 -4.749 -0.1 -0.1 0.0
H 1.618 1.052 -3.601 -0.2 0.3 0.0
H 3.811 3.036 -2.949 0.1 0.2 0.6
H 0.823 3.469 -2.607 -0.1 0.1 0.1
H 1.892 4.298 -3.762 -0.1 -0.3 -0.2
H 1.189 6.278 -2.974 0.1 -0.1 -0.1
H 1.950 6.830 -1.472 0.1 -0.1 0.0
H 0.458 5.897 -1.408 0.0 -0.1 -0.1
H 1.906 1.545 -1.283 0.0 0.0 0.2
H 2.761 2.803 -0.705 -0.1 -0.4 0.4